1 | DFT (ωB97M-V/def2-TZVPD) results for a 2-piece molecular cluster, C5H14 overall.

The frontier orbital gap is 0.4583 Eh. The calculation puts the molar mass at 74.17 g/mol. As for the SMILES: CCC.CC. Its HOMO energy is -11.3 eV. The value obtained for the LUMO energy is 0.04208 Ha.

The geometry in ORCA input format:
```
! RIJCOSX wB97M-V def2-TZVPD def2/J DEFGRID3
* xyz 0 1
C 0.894 0.310 0.143
C 1.904 0.972 -0.796
C 3.148 0.123 -1.051
H 0.832 -0.762 -0.078
H -0.078 0.785 0.071
H 1.240 0.388 1.179
H 1.412 1.216 -1.743
H 2.177 1.950 -0.392
H 3.800 0.165 -0.179
H 2.859 -0.917 -1.200
H 3.726 0.546 -1.868
C -3.236 0.053 0.847
C -2.512 -1.293 0.759
H -3.058 0.691 -0.026
H -4.328 -0.035 0.878
H -2.921 0.643 1.711
H -2.575 -1.766 1.747
H -3.074 -1.986 0.138
H -1.513 -1.120 0.370
*
```

In the natural (NBO) picture, each atom carries the following charge in e:
1. C -0.607
2. C -0.393
3. C -0.605
4. H 0.198
5. H 0.209
6. H 0.203
7. H 0.191
8. H 0.194
9. H 0.200
10. H 0.201
11. H 0.210
12. C -0.608
13. C -0.613
14. H 0.198
15. H 0.203
16. H 0.201
17. H 0.204
18. H 0.203
19. H 0.211

---

2 | DFT (ωB97M-V/def2-TZVPD) results for a 2-piece molecular cluster, C5H14 overall.

The frontier orbital gap is 0.4574 Eh. The calculation puts the molar mass at 74.17 g/mol. As for the SMILES: CCC.CC. Its HOMO energy is -11.3 eV. The value obtained for the LUMO energy is 0.04212 Ha.

The geometry in ORCA input format:
```
! RIJCOSX wB97M-V def2-TZVPD def2/J DEFGRID3
* xyz 0 1
C -1.184 -1.208 -2.001
C 0.245 -0.834 -1.586
C 0.485 0.686 -1.679
H -1.608 -0.536 -2.743
H -1.115 -2.231 -2.386
H -1.883 -1.283 -1.167
H 0.371 -1.115 -0.534
H 0.965 -1.383 -2.166
H -0.396 1.279 -1.436
H 1.256 1.026 -0.987
H 0.854 0.898 -2.686
C -0.320 0.184 2.558
C 0.817 1.117 2.242
H -1.068 0.012 1.783
H 0.089 -0.850 2.629
H -0.841 0.185 3.518
H 1.431 0.763 1.423
H 0.372 2.110 2.145
H 1.531 1.179 3.072
*
```

In the natural (NBO) picture, each atom carries the following charge in e:
1. C -0.610
2. C -0.398
3. C -0.609
4. H 0.203
5. H 0.206
6. H 0.205
7. H 0.194
8. H 0.197
9. H 0.204
10. H 0.204
11. H 0.203
12. C -0.623
13. C -0.613
14. H 0.205
15. H 0.196
16. H 0.213
17. H 0.210
18. H 0.206
19. H 0.205

---

3 | DFT (ωB97M-V/def2-TZVPD) results for a 2-piece molecular cluster, C5H14 overall.

The frontier orbital gap is 0.4405 Eh. The calculation puts the molar mass at 74.17 g/mol. As for the SMILES: CCC.CC. Its HOMO energy is -10.9 eV. The value obtained for the LUMO energy is 0.03978 Ha.

The geometry in ORCA input format:
```
! RIJCOSX wB97M-V def2-TZVPD def2/J DEFGRID3
* xyz 0 1
C 0.595 -0.304 2.953
C 1.343 -0.539 1.652
C 0.512 -1.463 0.788
H 1.207 0.344 3.737
H 0.440 -1.231 3.484
H -0.294 0.282 2.716
H 1.838 0.427 1.361
H 2.288 -0.889 1.962
H -0.043 -1.138 -0.103
H 1.109 -2.364 0.434
H -0.153 -2.028 1.432
C -1.225 0.412 -2.761
C -1.007 1.811 -2.279
H -1.405 0.345 -3.864
H -0.287 -0.162 -2.611
H -2.001 -0.178 -2.295
H -0.100 2.122 -1.805
H -1.833 2.120 -1.597
H -0.984 2.431 -3.203
*
```

In the natural (NBO) picture, each atom carries the following charge in e:
1. C -0.591
2. C -0.438
3. C -0.630
4. H 0.195
5. H 0.200
6. H 0.203
7. H 0.213
8. H 0.204
9. H 0.222
10. H 0.211
11. H 0.211
12. C -0.619
13. C -0.625
14. H 0.206
15. H 0.205
16. H 0.209
17. H 0.212
18. H 0.207
19. H 0.207

---

4 | DFT (ωB97M-V/def2-TZVPD) results for a 2-piece molecular cluster, C5H14 overall.

The frontier orbital gap is 0.4510 Eh. The calculation puts the molar mass at 74.17 g/mol. As for the SMILES: CCC.CC. Its HOMO energy is -11.1 eV. The value obtained for the LUMO energy is 0.04241 Ha.

The geometry in ORCA input format:
```
! RIJCOSX wB97M-V def2-TZVPD def2/J DEFGRID3
* xyz 0 1
C 0.087 0.597 -1.041
C -1.081 1.561 -1.280
C -2.450 0.924 -1.145
H 1.019 1.139 -1.179
H 0.127 0.377 0.032
H -0.027 -0.286 -1.658
H -0.985 1.863 -2.332
H -0.968 2.504 -0.747
H -3.017 1.295 -0.295
H -2.414 -0.158 -0.944
H -3.085 1.057 -2.018
C 2.293 -1.095 1.441
C 1.002 -1.794 1.858
H 2.725 -1.608 0.582
H 2.113 -0.100 1.020
H 3.016 -1.111 2.254
H 1.251 -2.834 2.119
H 0.575 -1.418 2.791
H 0.226 -1.723 1.104
*
```

In the natural (NBO) picture, each atom carries the following charge in e:
1. C -0.602
2. C -0.403
3. C -0.618
4. H 0.208
5. H 0.197
6. H 0.207
7. H 0.190
8. H 0.201
9. H 0.208
10. H 0.203
11. H 0.210
12. C -0.609
13. C -0.609
14. H 0.201
15. H 0.203
16. H 0.206
17. H 0.202
18. H 0.200
19. H 0.206

---

Least stable: 3

---

1 | DFT (ωB97M-V/def2-TZVPD) results for a 2-piece molecular cluster, C5H14 overall.

The frontier orbital gap is 0.4437 Eh. The calculation puts the molar mass at 74.17 g/mol. As for the SMILES: CCC.CC. Its HOMO energy is -10.9 eV. The value obtained for the LUMO energy is 0.04246 Ha.

The geometry in ORCA input format:
```
! RIJCOSX wB97M-V def2-TZVPD def2/J DEFGRID3
* xyz 0 1
C -0.406 0.732 1.600
C 0.986 1.117 0.955
C 2.063 0.142 1.415
H -0.183 0.228 2.563
H -0.950 1.718 1.882
H -1.118 0.175 1.004
H 1.182 2.135 1.173
H 0.897 1.094 -0.281
H 2.095 -0.021 2.444
H 3.087 0.203 1.179
H 1.593 -0.863 1.112
C -0.440 -0.983 -2.154
C -1.849 -0.692 -1.598
H -0.483 -1.149 -3.223
H 0.174 -0.156 -1.959
H 0.056 -1.817 -1.760
H -1.957 -0.864 -0.489
H -2.026 0.303 -1.983
H -2.723 -1.302 -1.879
*
```

In the natural (NBO) picture, each atom carries the following charge in e:
1. C -0.619
2. C -0.382
3. C -0.618
4. H 0.203
5. H 0.206
6. H 0.214
7. H 0.198
8. H 0.183
9. H 0.200
10. H 0.216
11. H 0.197
12. C -0.602
13. C -0.619
14. H 0.203
15. H 0.201
16. H 0.201
17. H 0.202
18. H 0.208
19. H 0.207

---

2 | DFT (ωB97M-V/def2-TZVPD) results for a 2-piece molecular cluster, C5H14 overall.

The frontier orbital gap is 0.4618 Eh. The calculation puts the molar mass at 74.17 g/mol. As for the SMILES: CCC.CC. Its HOMO energy is -11.5 eV. The value obtained for the LUMO energy is 0.04045 Ha.

The geometry in ORCA input format:
```
! RIJCOSX wB97M-V def2-TZVPD def2/J DEFGRID3
* xyz 0 1
C -0.444 1.654 -1.664
C 0.723 0.801 -1.184
C 2.067 1.491 -1.326
H -0.499 1.708 -2.749
H -0.435 2.671 -1.238
H -1.390 1.278 -1.271
H 0.581 0.549 -0.135
H 0.649 -0.127 -1.749
H 2.201 1.874 -2.350
H 2.108 2.393 -0.718
H 2.913 0.839 -1.116
C -0.505 -2.409 2.008
C -1.598 -1.365 1.879
H 0.351 -2.053 2.579
H -0.886 -3.300 2.501
H -0.120 -2.719 1.038
H -2.354 -1.733 1.182
H -1.298 -0.402 1.467
H -2.064 -1.151 2.846
*
```

In the natural (NBO) picture, each atom carries the following charge in e:
1. C -0.606
2. C -0.398
3. C -0.605
4. H 0.203
5. H 0.198
6. H 0.208
7. H 0.193
8. H 0.196
9. H 0.198
10. H 0.202
11. H 0.210
12. C -0.605
13. C -0.606
14. H 0.201
15. H 0.203
16. H 0.202
17. H 0.201
18. H 0.201
19. H 0.202

---

Least stable: 1

---

1 | DFT (ωB97M-V/def2-TZVPD) results for a 2-piece molecular cluster, C5H14 overall.

The frontier orbital gap is 0.4432 Eh. The calculation puts the molar mass at 74.17 g/mol. As for the SMILES: CCC.CC. Its HOMO energy is -11.0 eV. The value obtained for the LUMO energy is 0.03918 Ha.

The geometry in ORCA input format:
```
! RIJCOSX wB97M-V def2-TZVPD def2/J DEFGRID3
* xyz 0 1
C 1.305 -0.498 0.280
C 1.789 -0.450 1.773
C 0.679 -0.855 2.832
H 0.805 0.423 -0.018
H 2.220 -0.361 -0.452
H 0.730 -1.307 -0.068
H 2.699 -0.992 2.050
H 2.283 0.485 2.047
H 0.546 -1.904 2.578
H 1.172 -0.954 3.871
H -0.209 -0.296 2.754
C -2.278 0.300 -2.017
C -1.276 1.356 -2.379
H -3.313 0.425 -2.527
H -1.819 -0.602 -2.408
H -2.361 0.324 -0.939
H -1.528 2.196 -1.707
H -1.226 1.782 -3.434
H -0.218 0.928 -2.237
*
```

In the natural (NBO) picture, each atom carries the following charge in e:
1. C -0.624
2. C -0.409
3. C -0.608
4. H 0.210
5. H 0.206
6. H 0.209
7. H 0.201
8. H 0.200
9. H 0.201
10. H 0.208
11. H 0.206
12. C -0.612
13. C -0.611
14. H 0.204
15. H 0.203
16. H 0.208
17. H 0.201
18. H 0.207
19. H 0.202

---

2 | DFT (ωB97M-V/def2-TZVPD) results for a 2-piece molecular cluster, C5H14 overall.

The frontier orbital gap is 0.4486 Eh. The calculation puts the molar mass at 74.17 g/mol. As for the SMILES: CCC.CC. Its HOMO energy is -11.1 eV. The value obtained for the LUMO energy is 0.04203 Ha.

The geometry in ORCA input format:
```
! RIJCOSX wB97M-V def2-TZVPD def2/J DEFGRID3
* xyz 0 1
C -1.659 -1.464 0.973
C -2.086 -1.258 -0.502
C -0.990 -0.533 -1.258
H -2.057 -0.640 1.582
H -2.118 -2.329 1.452
H -0.581 -1.421 1.091
H -3.044 -0.730 -0.452
H -2.444 -2.197 -0.943
H -0.922 0.443 -0.778
H -1.219 -0.486 -2.320
H -0.006 -0.982 -1.121
C 1.564 1.924 0.010
C 2.703 1.055 0.559
H 1.897 2.922 -0.250
H 1.165 1.401 -0.852
H 0.763 1.895 0.747
H 3.706 1.358 0.246
H 2.688 1.007 1.647
H 2.640 0.036 0.170
*
```

In the natural (NBO) picture, each atom carries the following charge in e:
1. C -0.613
2. C -0.402
3. C -0.609
4. H 0.200
5. H 0.211
6. H 0.202
7. H 0.197
8. H 0.195
9. H 0.205
10. H 0.212
11. H 0.201
12. C -0.614
13. C -0.610
14. H 0.209
15. H 0.206
16. H 0.204
17. H 0.203
18. H 0.202
19. H 0.200

---

Least stable: 1

---

1 | DFT (ωB97M-V/def2-TZVPD) results for a 2-piece molecular cluster, C5H14 overall.

The frontier orbital gap is 0.4466 Eh. The calculation puts the molar mass at 74.17 g/mol. As for the SMILES: CCC.CC. Its HOMO energy is -11.1 eV. The value obtained for the LUMO energy is 0.04022 Ha.

The geometry in ORCA input format:
```
! RIJCOSX wB97M-V def2-TZVPD def2/J DEFGRID3
* xyz 0 1
C 1.895 -2.307 -0.309
C 1.738 -0.977 0.354
C 0.426 -0.917 1.246
H 2.842 -2.537 -0.621
H 1.215 -2.515 -1.223
H 1.589 -3.199 0.384
H 2.581 -0.940 1.134
H 1.700 -0.197 -0.327
H -0.337 -1.538 0.787
H 0.648 -1.381 2.211
H 0.008 0.096 1.409
C -1.925 1.310 -0.563
C -1.630 2.768 -0.797
H -1.229 0.603 -0.968
H -1.992 1.171 0.563
H -3.026 1.083 -0.787
H -0.914 3.186 0.042
H -2.495 3.481 -0.697
H -1.094 2.810 -1.840
*
```

In the natural (NBO) picture, each atom carries the following charge in e:
1. C -0.598
2. C -0.402
3. C -0.607
4. H 0.206
5. H 0.197
6. H 0.196
7. H 0.196
8. H 0.202
9. H 0.199
10. H 0.202
11. H 0.209
12. C -0.623
13. C -0.619
14. H 0.213
15. H 0.200
16. H 0.209
17. H 0.200
18. H 0.215
19. H 0.206

---

2 | DFT (ωB97M-V/def2-TZVPD) results for a 2-piece molecular cluster, C5H14 overall.

The frontier orbital gap is 0.4461 Eh. The calculation puts the molar mass at 74.17 g/mol. As for the SMILES: CCC.CC. Its HOMO energy is -11.0 eV. The value obtained for the LUMO energy is 0.04008 Ha.

The geometry in ORCA input format:
```
! RIJCOSX wB97M-V def2-TZVPD def2/J DEFGRID3
* xyz 0 1
C 2.481 -0.998 0.954
C 2.133 0.591 0.919
C 0.694 0.938 1.241
H 1.990 -1.553 0.122
H 1.951 -1.430 1.795
H 3.574 -1.027 0.874
H 2.803 1.301 1.576
H 2.249 0.856 -0.120
H 0.378 0.653 2.282
H 0.525 2.008 1.105
H -0.043 0.301 0.554
C -2.836 -0.499 -0.909
C -1.819 0.185 -1.839
H -2.762 -1.492 -1.242
H -2.749 -0.494 0.149
H -3.883 -0.243 -1.113
H -0.864 -0.414 -1.754
H -1.591 1.207 -1.675
H -2.233 0.111 -2.920
*
```

In the natural (NBO) picture, each atom carries the following charge in e:
1. C -0.620
2. C -0.395
3. C -0.609
4. H 0.204
5. H 0.206
6. H 0.218
7. H 0.196
8. H 0.194
9. H 0.199
10. H 0.211
11. H 0.195
12. C -0.614
13. C -0.602
14. H 0.201
15. H 0.207
16. H 0.200
17. H 0.200
18. H 0.203
19. H 0.205

---

Least stable: 1